## i
Here is an isolated ion of composition C7H10NO2 and charge +1 from the Open Molecules 2025 dataset. Energies are from ωB97M-V/def2-TZVPD.

Calculated values
HOMO energy (eV): -13.906
Kohn-Sham gap (eV): 9.2
Charge: +1
SMILES: C=C[N+](=C/OC=O)/C=C/C

XYZ file:
```
20
Properties=species:S:1:pos:R:3:nbo_charge:R:1
C -1.38 -2.00 0.08 -0.31
C -0.09 -1.87 -0.16 -0.09
N 0.75 -0.75 0.13 -0.33
C 2.03 -0.89 0.01 0.54
O 2.90 0.09 0.11 -0.45
C 4.23 -0.11 -0.02 0.63
O 4.89 0.86 0.11 -0.41
C 0.21 0.51 0.51 -0.10
C -0.66 0.99 -0.39 -0.07
C -1.08 2.32 -0.05 -0.68
H -1.79 -2.90 -0.18 0.23
H -2.12 -1.27 0.60 0.24
H 0.33 -2.77 -0.67 0.24
H 2.54 -1.93 -0.25 0.21
H 4.43 -1.12 -0.28 0.13
H 0.59 0.78 1.42 0.24
H -0.91 0.62 -1.32 0.24
H -0.84 2.63 0.91 0.23
H -2.17 2.61 -0.10 0.25
H -0.65 3.12 -0.60 0.26
```

=====

## ii
Here is C7H10NO2 as an isolated structure from the Open Molecules 2025 dataset. Energies are from ωB97M-V/def2-TZVPD.

Calculated values
HOMO energy (eV): -14.718
Kohn-Sham gap (eV): 9.3
Charge: +1

XYZ file:
```
20
Properties=species:S:1:pos:R:3:nbo_charge:R:1
C 1.96 -1.06 0.12 0.83
C 0.62 1.26 -0.05 0.68
C -0.76 -0.64 0.35 0.38
C 2.89 0.08 -0.14 -0.56
C 2.13 1.44 -0.41 -0.49
C -3.24 -0.97 0.01 -0.60
C -2.02 0.01 0.33 -0.56
N 0.42 -0.05 0.19 -0.52
O 1.84 -2.22 0.19 -0.38
O -0.18 2.08 0.31 -0.48
H -0.86 -1.75 0.24 0.24
H 3.59 0.10 0.69 0.30
H 3.48 -0.34 -1.09 0.31
H 2.17 1.79 -1.36 0.26
H 2.41 2.30 0.17 0.28
H -2.86 -2.03 0.01 0.21
H -4.16 -0.80 0.61 0.25
H -3.29 -0.62 -1.00 0.23
H -1.92 0.81 -0.38 0.29
H -2.23 0.61 1.22 0.32
```

=====

Name the most stable of them. ii.

=====

## i
Here is C3H6N3S as an isolated structure from the Open Molecules 2025 dataset. Energies are from ωB97M-V/def2-TZVPD.

Calculated values
HOMO energy (spin up / spin down) (eV): -12.604 / -14.284
Kohn-Sham gap (spin up / spin down) (eV): 8.7 / 6.8
Charge: +1
Multiplicity: 3

XYZ file:
```
13
Properties=species:S:1:pos:R:3:nbo_charge:R:1
C 1.44 -1.34 -0.63 0.17
C -0.98 0.33 -0.26 -0.26
C 0.46 0.75 -0.01 0.09
N 1.55 0.07 -0.70 -0.57
N 0.62 -1.84 0.33 -0.52
N -0.25 -0.24 0.84 -0.38
S 2.57 -2.36 -1.31 0.42
H -1.70 1.11 -0.20 0.25
H -0.98 -0.25 -1.29 0.23
H 0.64 1.66 0.54 0.25
H 2.19 0.46 -1.31 0.44
H 0.01 -2.76 0.22 0.45
H -0.65 -0.03 1.72 0.43
```

=====

## ii
Here is an isolated ion of composition C3H6N3S and charge +1 from the Open Molecules 2025 dataset. Energies are from ωB97M-V/def2-TZVPD.

Calculated values
HOMO energy (spin up / spin down) (eV): -11.221 / -14.886
Kohn-Sham gap (spin up / spin down) (eV): 7.6 / 7.9
Charge: +1
Multiplicity: 3

XYZ file:
```
13
Properties=species:S:1:pos:R:3:nbo_charge:R:1
C 1.28 -0.09 0.04 0.25
C -1.46 -0.16 0.48 -0.35
C -0.88 1.06 -0.09 0.01
N 0.42 1.07 -0.11 -0.56
N 0.60 -1.21 -0.10 -0.25
N -0.68 -1.21 -0.11 -0.20
S 2.97 0.01 0.15 0.25
H -1.36 -0.20 1.67 0.27
H -2.55 -0.21 0.31 0.28
H -1.39 1.94 -0.41 0.24
H 0.94 1.94 -0.46 0.45
H 3.22 -0.81 -0.77 0.16
H -1.10 -2.11 -0.61 0.45
```

=====

Name the most stable of them. ii.